[1]
Molecular formula: C20H42AlNP3S
Method: DFT, ωB97M-V/def2-TZVPD

Output
energy relative to the best compared isomer or geometry (same formula, charge and spin)	0.0000	eV
orbital gap	6.647	eV
charge	+3
2S+1	1
E	-2505.7756	a.u.

CARTESIAN COORDINATES (ANGSTROEM)
Al  0.93422  -1.36261  -0.37291
P  -1.14223  3.26412  1.87949
P  -1.62481  -1.09800  0.05639
P  2.39353  0.42907  -0.05020
H  2.25051  -1.50710  -4.47128
C  2.83195  -1.34926  -3.57981
C  3.08762  -2.38065  -2.76210
H  2.94026  -3.38729  -3.19448
C  -1.37550  4.92055  1.24164
C  -2.67543  2.71306  2.64430
C  0.14929  3.30561  3.13490
C  -2.63607  -2.52443  -0.53973
C  -2.43667  -0.86617  1.68464
C  -2.36270  0.23221  -0.95652
C  3.95777  0.03879  -0.89084
C  2.94553  0.68437  1.65945
C  1.91254  2.08184  -0.67319
H  3.35563  -0.39058  -3.57895
H  3.60658  -2.32062  -1.80193
H  -1.50735  5.63434  2.05596
H  -2.25617  4.90878  0.60052
H  -0.49612  5.18022  0.65149
H  -3.05941  3.51399  3.29899
H  -2.51053  1.80408  3.24513
H  -3.42985  2.48593  1.87552
H  -0.14649  4.01328  3.93788
H  1.10663  3.64023  2.70901
H  0.30987  2.30322  3.57745
H  -3.39844  -2.78326  0.22219
H  -1.99513  -3.39921  -0.71667
H  -3.10276  -2.19854  -1.48398
H  -2.79368  0.15719  1.81328
H  -1.76075  -1.13187  2.49921
H  -3.28936  -1.54531  1.74764
H  -3.45597  0.14574  -0.97978
H  -1.97324  0.15696  -1.97941
H  -2.08655  1.21023  -0.54632
H  4.73489  0.77295  -0.64743
H  3.77144  0.03349  -1.96107
H  4.28232  -0.95498  -0.56437
H  3.99497  0.99376  1.63615
H  2.88150  -0.25374  2.21758
H  2.34942  1.45190  2.16047
H  2.81135  2.62677  -1.00991
H  1.41109  2.66159  0.11727
H  1.21609  1.98028  -1.51993
C  -0.31578  -2.29398  -3.09058
C  -0.17397  -0.95196  -3.47963
C  -1.04476  -0.42217  -4.44299
C  -1.95935  -1.25063  -5.09556
C  -2.05272  -2.61499  -4.76768
C  -1.24818  -3.11712  -3.76466
S  0.52074  -3.08294  -1.75883
H  -0.84043  2.51178  0.71080
H  0.62840  -0.35019  -3.07539
H  -0.96943  0.63690  -4.69064
H  -2.63233  -0.84129  -5.85297
H  -2.77214  -3.25420  -5.27301
H  -1.32852  -4.14761  -3.40187
C  0.99282  -0.94886  4.63702
C  0.39404  -2.21630  3.96687
C  0.63665  -2.22903  2.55240
N  0.86531  -2.11945  1.40172
H  2.07237  -0.85614  4.45822
H  0.86328  -0.96108  5.71978
H  0.52165  -0.01473  4.29820
H  0.81950  -3.11825  4.42748
H  -0.69691  -2.24866  4.13556

[2]
Molecular formula: C20H42As3BCsF4IN2S7
Method: DFT, ωB97M-V/def2-TZVPD

Output
orbital gap	4.885	eV
charge	-2
2S+1	1
E	-11133.9197	a.u.

CARTESIAN COORDINATES (ANGSTROEM)
Cs  0.79254  -0.33775  -1.58101
C  -0.60777  5.46900  -0.19298
C  -1.81197  4.55089  -0.37299
S  -1.38043  2.85104  -0.83570
C  -2.04285  2.68327  -2.50743
C  -1.26074  3.35330  -3.63351
S  0.44672  2.74688  -3.78428
C  1.42751  4.23484  -3.45449
C  1.43565  4.78543  -2.03304
S  0.13513  6.03041  -1.74324
H  0.16859  4.99655  0.41247
H  -0.92285  6.37864  0.32477
H  -2.49153  4.95269  -1.12721
H  -2.35701  4.49228  0.57203
H  -3.08480  3.01885  -2.51711
H  -2.04550  1.60410  -2.67573
H  -1.23054  4.43380  -3.50636
H  -1.77029  3.12601  -4.57304
H  1.15306  5.01402  -4.17081
H  2.44143  3.91219  -3.70506
H  2.38731  5.27713  -1.83515
H  1.31212  3.99186  -1.29849
S  2.98302  -2.20992  -3.12737
S  1.84094  -1.36770  -4.64844
S  -0.11665  -2.06883  -4.49474
S  -1.40772  -0.54621  -3.95384
C  -3.20634  -3.15868  -1.55302
As  -2.20689  -1.69597  -0.70057
C  -3.58253  -0.33531  -1.01350
C  -2.75884  -1.93655  1.20380
C  -1.90500  -2.83289  2.12189
C  -2.37202  -2.58307  3.56063
C  -0.40634  -2.52509  1.99224
As  0.19426  -0.63569  1.81876
C  2.09250  -1.14954  1.85969
C  0.10485  -0.03125  3.68359
C  -2.19883  -4.29266  1.72020
As  -1.27033  -5.91898  2.36379
C  -0.55304  -5.49144  4.14574
C  0.43176  -5.82214  1.38888
H  -4.19394  -3.28357  -1.10335
H  -2.65441  -4.09639  -1.49928
H  -3.30200  -2.88079  -2.60323
H  -4.53688  -0.66240  -0.59352
H  -3.67188  -0.19784  -2.09001
H  -3.28012  0.60611  -0.55387
H  -3.80329  -2.26967  1.23550
H  -2.74146  -0.91340  1.59730
H  -2.24964  -1.53153  3.82260
H  -1.80837  -3.17408  4.28237
H  -3.43169  -2.83468  3.66348
H  -0.03153  -2.97699  1.06715
H  0.14408  -2.98962  2.81670
H  2.28602  -1.63988  2.81599
H  2.71179  -0.25790  1.76571
H  2.31347  -1.84167  1.04324
H  0.38066  -0.82690  4.37922
H  -0.89429  0.33377  3.92021
H  0.80224  0.80230  3.76924
H  -2.07280  -4.39143  0.63695
H  -3.25930  -4.49337  1.90920
H  -1.36511  -5.35011  4.85817
H  0.08917  -4.61264  4.14471
H  0.03287  -6.35610  4.46162
H  0.23310  -5.68018  0.32660
H  0.95321  -6.77165  1.51394
H  1.06908  -5.01315  1.73794
I  7.05831  3.63151  -1.58967
C  5.48070  2.34421  -1.92138
C  5.53492  1.10924  -2.53014
N  4.28125  0.64083  -2.52115
N  3.41669  1.48042  -1.94469
C  4.13371  2.52909  -1.56655
H  6.35461  0.54999  -2.94636
H  3.94447  -0.29852  -2.81781
H  3.69094  3.33242  -1.00197
F  3.61169  2.30739  1.67950
B  2.41542  3.00362  1.88035
F  1.32229  2.17055  1.54340
F  2.37844  4.15278  1.05254
F  2.30100  3.38671  3.23000

[3]
Molecular formula: C20H42Cl12O5
Method: DFT, ωB97M-V/def2-TZVPD

Output
orbital gap (alpha / beta)	8.004 / 1.853	eV
charge	+1
2S+1	2
E	-6685.2606	a.u.

CARTESIAN COORDINATES (ANGSTROEM)
C  -6.65374  -1.49376  0.83835
C  -5.67405  -0.32322  0.64124
C  -4.93080  -0.20735  1.97216
O  -5.89626  -0.71063  2.93979
C  -6.93132  -1.46465  2.34821
H  -6.13916  -2.43535  0.64674
H  -7.54859  -1.30637  0.24486
H  -6.22948  0.60443  0.50310
H  -4.86896  -0.46724  -0.07930
H  -4.67481  0.83964  2.13457
H  -4.11875  -0.93309  2.01682
H  -7.88453  -0.96045  2.50720
H  -7.14513  -2.48270  2.67370
C  4.42927  -1.75832  3.14910
C  3.30352  -0.81508  3.39897
C  4.02777  0.48440  3.73484
O  5.32363  0.11132  4.25987
C  5.48937  -1.27350  4.06419
H  4.68679  -1.48042  2.12707
H  4.23481  -2.83083  3.14468
H  2.79880  -1.15960  4.30156
H  2.61381  -0.51407  2.61043
H  3.38458  1.07644  4.38592
H  4.13714  0.94988  2.75531
H  5.42146  -1.71039  5.06049
H  6.43885  -1.53837  3.59897
C  0.69008  1.35420  -0.86362
C  -0.65033  1.41972  -1.57626
C  -1.39624  0.27483  -0.89643
O  -0.86100  0.26453  0.39181
C  0.54912  0.46896  0.25929
H  1.04240  2.35099  -0.59831
H  1.44425  0.89689  -1.50408
H  -0.45738  1.25380  -2.63614
H  -1.11267  2.40058  -1.46554
H  -1.12796  -0.67350  -1.36204
H  -2.47243  0.44625  -0.91944
H  1.02399  -0.49487  0.07595
H  0.93244  0.81256  1.22008
C  2.60515  -3.45838  0.66588
C  2.37467  -2.90275  -0.75650
O  3.20485  -1.80727  -1.01708
O  3.74797  -4.31168  0.80727
H  1.68155  -4.01414  0.82770
H  2.51469  -2.62027  1.35690
H  1.32028  -2.64306  -0.85088
H  2.54248  -3.74018  -1.43373
H  4.11985  -2.00333  -1.23141
H  4.50490  -3.74038  0.65804
C  1.92366  -1.57796  -4.71192
Cl  0.89653  -0.60879  -3.77503
Cl  3.43462  -0.69987  -5.12467
H  2.22271  -2.44362  -4.12091
H  1.41936  -1.86986  -5.63311
C  -1.58447  2.78892  -6.79653
Cl  -3.30695  3.17507  -7.04279
Cl  -1.18403  2.27108  -5.12912
H  -1.41761  1.95805  -7.48204
H  -0.97278  3.64873  -7.06978
C  4.68395  1.90476  -1.46360
Cl  4.55960  3.53334  -0.66763
Cl  6.17296  1.06005  -0.98797
H  3.81552  1.36435  -1.08693
H  4.64065  1.94202  -2.55211
C  -1.30123  -1.33083  3.42104
Cl  -0.85239  -1.55964  5.19375
Cl  -0.86182  -2.80600  2.55691
H  -2.36027  -1.08997  3.32874
H  -0.73903  -0.48361  3.02830
C  -4.36382  1.99063  -3.18168
Cl  -4.26590  0.40990  -3.97224
Cl  -5.70085  1.98260  -2.04074
H  -3.41329  2.21940  -2.69973
H  -4.55471  2.76637  -3.92323
C  -0.10583  4.91785  1.35104
Cl  1.30648  3.81615  1.72489
Cl  -1.65434  3.98393  1.42793
H  -0.19063  5.79216  1.99640
H  -0.06071  5.21074  0.30210

Which value of 2S+1 does entry 1 give?
1

What is the E in the second record?
-11133.9197 a.u.

What is the formula in the first record?
C20H42AlNP3S